Record 1
{"formula": "C4H6N2", "method": "ωB97M-V with the def2-TZVPD basis set", "mol_weight_g_mol": 82.1, "orbital_gap_ev": 9.851, "charge": 0, "spin_multiplicity": 1, "smiles": "[H]/N=C1/C=CCN1", "species": ["C", "C", "C", "C", "H", "H", "H", "H", "H", "H", "N", "N"], "xyz": [[-0.091, 0.151, 1.069], [0.439, 0.077, -1.286], [-0.887, -0.323, -0.993], [-1.159, -0.244, 0.269], [1.204, 0.295, 2.523], [1.773, 0.468, 0.345], [0.746, -0.763, -1.979], [0.698, 1.089, -1.553], [-1.701, -0.753, -1.719], [-2.075, -0.320, 0.881], [0.136, 0.503, 2.226], [0.918, -0.182, 0.216]], "forces_ev_per_a": [[3.164, -0.823, -1.803], [2.234, -3.246, 1.715], [-5.402, -0.705, -2.856], [-5.680, 0.755, 3.225], [-3.048, 1.108, -1.198], [-1.593, -1.640, 0.136], [0.948, 1.418, 0.545], [-0.198, 0.169, -0.467], [1.908, 1.127, 1.107], [-0.085, -0.607, -1.248], [1.778, -0.009, 4.667], [5.975, 2.453, -3.822]]}


Record 2
{"formula": "C4H6N2", "method": "ωB97M-V with the def2-TZVPD basis set", "mol_weight_g_mol": 82.1, "orbital_gap_ev": 8.987, "charge": 0, "spin_multiplicity": 1, "smiles": "C1=CCNN=C1", "species": ["C", "C", "C", "C", "H", "H", "H", "H", "H", "H", "N", "N"], "xyz": [[-1.220, 0.083, -0.128], [1.425, -0.454, 0.483], [1.080, 0.782, -0.500], [-0.151, 0.878, -0.989], [-2.131, -0.370, -0.794], [-1.705, 0.898, 0.507], [-1.358, -1.680, 1.081], [2.486, -0.541, 1.081], [2.244, 1.028, -0.793], [-0.422, 1.594, -1.732], [-0.791, -1.059, 0.699], [0.543, -1.159, 1.084]], "forces_ev_per_a": [[-3.239, 0.150, -1.241], [0.487, 2.109, 2.056], [4.813, -3.531, 0.536], [0.432, -1.486, 2.339], [2.180, 1.363, 1.202], [0.402, -0.988, -0.554], [-3.020, -2.969, 1.920], [-2.484, 0.385, -2.183], [-3.634, 0.687, -0.104], [-0.527, 0.184, -0.386], [5.757, 4.790, -2.924], [-1.167, -0.694, -0.662]]}


Record 3
{"formula": "C4H6N2", "method": "ωB97M-V with the def2-TZVPD basis set", "mol_weight_g_mol": 82.1, "orbital_gap_ev": 9.540, "charge": 0, "spin_multiplicity": 1, "smiles": "C[C@H]1NC1=C=N", "species": ["C", "C", "N", "C", "C", "N", "H", "H", "H", "H", "H", "H"], "xyz": [[-1.556, 0.846, -0.091], [-0.680, -0.323, 0.270], [-0.164, -1.262, -0.760], [0.707, -0.323, -0.142], [1.939, -0.062, 0.115], [3.110, 0.114, 0.470], [-1.135, 1.373, -0.953], [-2.578, 0.527, -0.317], [-1.588, 1.547, 0.750], [-0.904, -0.828, 1.210], [-0.419, -0.973, -1.703], [3.267, -0.635, 1.152]], "forces_ev_per_a": [[-0.046, 0.018, -0.068], [-0.149, 0.159, 0.151], [-0.126, -0.073, -0.302], [0.381, 0.026, 0.180], [0.020, -0.310, 0.224], [-0.465, -0.085, -0.162], [-0.134, -0.062, 0.072], [0.095, 0.050, 0.040], [-0.032, -0.084, -0.143], [-0.061, 0.069, -0.200], [-0.080, 0.118, 0.109], [0.597, 0.173, 0.099]]}


Record 4
{"formula": "C4H6N2", "method": "ωB97M-V with the def2-TZVPD basis set", "mol_weight_g_mol": 82.1, "orbital_gap_ev": 8.256, "charge": 0, "spin_multiplicity": 1, "species": ["N", "C", "C", "C", "C", "N", "H", "H", "H", "H", "H", "H"], "xyz": [[2.163, 0.350, 0.108], [0.975, 0.122, -0.437], [-0.113, 0.977, -0.350], [-1.397, 0.580, -0.064], [-1.485, -0.809, 0.180], [-0.363, -1.466, 0.274], [3.017, 0.047, -0.339], [2.293, 0.779, 1.019], [0.157, 1.962, -0.725], [-2.261, 1.229, -0.125], [-2.468, -1.294, 0.215], [-0.518, -2.476, 0.244]], "forces_ev_per_a": [[-0.122, -0.360, -0.033], [-0.140, 0.038, 0.066], [0.023, -0.057, -0.117], [0.042, 0.054, -0.023], [0.171, 0.059, 0.005], [-0.055, 0.238, 0.066], [-0.288, -0.363, 0.144], [-0.166, 0.078, -0.247], [-0.239, 0.129, 0.310], [0.113, -0.082, -0.082], [0.290, -0.001, -0.071], [0.369, 0.267, -0.017]]}


Record 5
{"formula": "C4H6N2", "method": "ωB97M-V with the def2-TZVPD basis set", "mol_weight_g_mol": 82.1, "orbital_gap_ev": 11.116, "charge": 0, "spin_multiplicity": 1, "smiles": "N#CC[C@H]1CN1", "species": ["N", "C", "C", "C", "C", "N", "H", "H", "H", "H", "H", "H"], "xyz": [[-2.563, -0.501, -1.402], [-1.861, 0.179, -0.792], [-0.880, 0.867, 0.029], [0.133, -0.130, 0.552], [1.117, -0.748, -0.365], [1.506, 0.341, 0.538], [-0.391, 1.630, -0.578], [-1.409, 1.373, 0.839], [-0.202, -0.734, 1.393], [1.072, -0.509, -1.442], [1.465, -1.751, -0.114], [2.013, -0.019, 1.340]], "forces_ev_per_a": [[0.245, 0.523, 0.235], [-0.596, -0.872, -0.460], [-0.064, 0.144, -0.006], [-0.082, -0.023, 0.048], [-0.064, -0.141, -0.366], [0.253, 0.084, 0.128], [0.124, -0.052, 0.084], [0.118, 0.043, 0.060], [0.032, 0.105, -0.109], [0.145, -0.082, 0.712], [-0.149, 0.238, -0.199], [0.037, 0.033, -0.128]]}


Record 6
{"formula": "C4H6N2", "method": "ωB97M-V with the def2-TZVPD basis set", "mol_weight_g_mol": 82.1, "orbital_gap_ev": 7.825, "charge": 0, "spin_multiplicity": 1, "species": ["N", "C", "C", "C", "C", "N", "H", "H", "H", "H", "H", "H"], "xyz": [[-0.742, 1.174, 2.473], [-0.286, 0.468, 1.677], [0.200, -0.556, 0.716], [-0.710, -1.004, -0.435], [-0.386, 0.356, -1.062], [0.960, 0.109, -0.406], [0.807, -1.281, 1.268], [1.093, -0.818, -0.910], [-1.731, -1.309, -0.243], [-0.793, 1.277, -0.607], [-0.310, 0.477, -2.146], [1.679, 0.827, -0.263]], "forces_ev_per_a": [[0.467, -0.635, -0.751], [-0.466, 0.582, 0.631], [0.092, -0.276, 0.162], [-0.629, -0.010, 0.162], [-0.080, 0.075, -0.283], [0.311, 0.131, -0.031], [-0.163, 0.053, -0.054], [0.772, 0.429, -0.041], [-0.090, 0.122, 0.105], [0.005, -0.186, -0.012], [-0.080, -0.069, 0.158], [-0.141, -0.215, -0.046]]}


The records above yield highest occupied orbital energy values of -9.0; -8.1; -8.6; -7.5; -10.2; -7.4 eV, respectively.
The records above yield energy above the lowest of the compared OMol25 structures with the same formula, charge and spin values of 70.92; 96.41; 75.69; 69.09; 36.24; 110.06 kcal/mol, respectively.
The records above yield E_LUMO values of 0.841; 0.923; 0.987; 0.787; 0.897; 0.463 eV, respectively.